## i
Computed, not measured: a single C5H8ClN molecule, with ωB97M-V/def2-TZVPD.

lowest unoccupied orbital energy = 1.015 eV
highest occupied orbital energy = -9.87 eV
molar mass = 117.6 g mol⁻¹
total charge = 0
gap between HOMO and LUMO = 10.89 eV
multiplicity = 1

Each atom is followed by the atoms it is bonded to, with distances in Å.
CARTESIAN COORDINATES (ANGSTROEM)
1 C -1.248 2.009 0.060  C2 1.274, H8 1.075, H9 1.138
2 C -1.775 0.849 0.043  C1 1.274, C3 1.450, H10 1.122
3 C -1.377 -0.398 -0.581  C2 1.450, N4 1.542, C5 1.487, H11 1.129
4 N -1.364 -1.692 0.259  C3 1.542, C5 1.485, H12 1.096
5 C -0.116 -1.144 -0.329  C3 1.487, N4 1.485, C6 1.464, H13 1.116
6 C 0.850 -0.607 0.631  C5 1.464, Cl7 1.846, H14 1.065, H15 1.088
7 Cl 2.205 0.381 -0.142  C6 1.846
8 H -0.267 2.160 -0.353  C1 1.075
9 H -1.689 2.824 0.721  C1 1.138
10 H -2.816 0.896 0.457  C2 1.122
11 H -1.772 -0.583 -1.622  C3 1.129
12 H -1.537 -1.225 1.236  N4 1.096
13 H 0.250 -1.638 -1.261  C5 1.116
14 H 0.434 0.036 1.370  C6 1.065
15 H 1.457 -1.367 1.118  C6 1.088

---

## ii
Computed, not measured: 2 unconnected molecules or ions with the total composition C5H8ClN, with ωB97M-V/def2-TZVPD.

lowest unoccupied orbital energy (spin up / spin down) = 0.747 / 0.574 eV
highest occupied orbital energy (spin up / spin down) = -7.31 / -7.50 eV
molar mass = 117.6 g mol⁻¹
total charge = 0
gap between HOMO and LUMO (spin up / spin down) = 8.06 / 8.07 eV
multiplicity = 1

Each atom is followed by the atoms it is bonded to, with distances in Å.
CARTESIAN COORDINATES (ANGSTROEM)
1 C -1.342 -0.283 -0.001  N6 1.187, Cl7 1.682
2 C 2.011 -0.427 -0.279  C3 1.514, C4 1.469, H8 1.077, H9 1.114
3 C 1.770 -1.181 1.012  C2 1.514, C4 1.521, H10 1.110, H11 1.153
4 C 0.912 -1.399 -0.224  C2 1.469, C3 1.521, H12 1.015
5 C -2.099 1.988 -0.452  N6 1.382, H13 1.099, H14 1.098, H15 1.014
6 N -1.302 0.877 -0.251  C1 1.187, C5 1.382
7 Cl -2.395 -1.505 0.475  C1 1.682
8 H 1.834 0.635 -0.260  C2 1.077
9 H 2.985 -0.702 -0.745  C2 1.114
10 H 2.356 -2.123 1.053  C3 1.110
11 H 1.482 -0.751 2.043  C3 1.153
12 H 0.504 -2.163 -0.754  C4 1.015
13 H -3.096 2.081 0.001  C5 1.099
14 H -2.028 2.170 -1.533  C5 1.098
15 H -1.592 2.784 -0.083  C5 1.014

---

Which one is the least stable? From the structures above, ii.